(1)
Formula: C15H13N6O6
Source: the OMol25 dataset
Level of theory: wB97M-V/def2-TZVPD

Properties
Orbital gap, hartree: 0.246
Net charge: -1

Element x y z (Å)
C 4.87 0.31 -2.16
C 3.62 1.13 -2.24
O 2.55 0.31 -1.70
C 1.38 0.96 -1.46
C 0.31 0.16 -0.73
C -1.04 0.42 -1.24
C -1.46 1.70 -1.71
C -2.80 1.95 -1.97
C -3.75 0.92 -1.93
C -3.32 -0.37 -1.62
C -1.99 -0.64 -1.32
O 1.25 2.10 -1.92
H 5.70 0.88 -2.56
H 5.11 0.08 -1.11
H 4.80 -0.62 -2.72
H 3.69 2.03 -1.62
H 3.37 1.41 -3.27
H 0.59 -0.93 -0.86
H -0.72 2.49 -1.85
H -3.11 2.97 -2.22
H -4.80 1.12 -2.13
H -4.03 -1.19 -1.59
H -1.64 -1.66 -1.14
O -3.41 -2.08 4.07
N -2.25 -2.43 3.81
O -1.80 -3.55 4.16
C -1.33 -1.57 3.09
C -0.04 -1.96 2.76
C 0.75 -1.17 1.87
N 2.16 -1.45 1.76
O 2.63 -2.49 2.25
O 2.87 -0.58 1.19
C 0.26 -0.02 1.16
N -0.92 0.44 1.76
N -1.52 1.64 1.51
N -2.68 1.60 2.16
N -2.87 0.45 2.81
C -1.75 -0.28 2.63
H 0.37 -2.89 3.17
H 0.96 0.84 0.93

Here are the Mulliken charges for atoms 1 to 8, given in e: C -1.165; C -0.191; O -0.213; C 0.086; C 0.235; C 0.121; C -0.429; C -0.464



(2)
Formula: C15H13NO2S
Source: the OMol25 dataset
Level of theory: wB97M-V/def2-TZVPD

Properties
Orbital gap, hartree: 0.270
SMILES: CC(=O)Nc1cccc(C(=O)/C=C/c2cccs2)c1
Relative energy (zero: lowest compared OMol25 entry of this formula, charge and spin), kcal per mole: 225.2

Element x y z (Å)
C 0.06 4.31 0.51
C 0.10 2.76 0.26
O -0.08 1.81 1.02
N 0.48 2.61 -1.11
C 0.51 1.49 -1.74
C 0.62 1.34 -3.13
C 0.78 0.12 -3.92
C 0.99 -1.05 -3.19
C 1.27 -0.81 -1.65
C 1.50 -2.33 -1.00
O 2.07 -3.08 -1.52
C 0.92 -2.37 0.33
C -0.33 -1.72 0.88
C -0.86 -1.99 2.05
C -2.07 -1.56 2.52
C -2.26 -1.85 3.81
C -1.64 -2.81 4.20
S -0.13 -3.23 3.08
C 1.01 0.33 -1.03
H -0.23 4.47 1.55
H -0.80 4.66 -0.26
H 0.82 4.87 0.17
H 0.67 3.51 -1.77
H 0.57 2.11 -3.88
H 0.77 0.07 -5.08
H 1.06 -1.86 -3.55
H 1.18 -3.09 1.02
H -0.83 -1.17 0.18
H -2.69 -0.79 1.80
H -3.02 -1.43 4.37
H -1.52 -3.43 5.17
H 1.10 0.13 -0.06

Here are the Mulliken charges for atoms 1 to 8, given in e: C -1.318; C 0.675; O -0.565; N -0.146; C 0.039; C -0.339; C -0.647; C -1.191



(3)
Formula: C15H13NO5S
Source: the OMol25 dataset
Level of theory: wB97M-V/def2-TZVPD

Properties
Orbital gap, hartree: 0.367
SMILES: O=C1OC(=O)[C@H]2[C@H]3C[C@@H]([C@@H]12)[C@@H]1[C@H]3N1S(=O)(=O)c1ccccc1
Relative energy (zero: lowest compared OMol25 entry of this formula, charge and spin), kcal per mole: 58.5

Element x y z (Å)
O -1.46 3.81 -2.84
C -0.85 2.78 -2.94
O 0.02 2.46 -3.87
C 0.89 1.72 -3.22
O 1.92 1.22 -3.69
C 0.42 1.29 -1.83
C 1.25 1.86 -0.71
C 0.61 3.21 -0.39
C -0.84 2.70 -0.31
C -0.93 1.90 -1.61
C -0.56 1.76 0.92
C 0.90 1.16 0.63
N -0.31 0.34 0.73
S -0.46 -0.63 2.16
O 0.39 -0.14 3.27
O -1.88 -0.52 2.69
C -0.21 -2.32 1.67
C 0.74 -2.66 0.71
C 0.90 -4.00 0.33
C 0.10 -5.01 0.85
C -0.95 -4.63 1.76
C -1.09 -3.30 2.16
H 0.41 0.17 -1.80
H 2.34 1.96 -0.87
H 0.87 3.62 0.55
H 0.79 3.92 -1.19
H -1.63 3.48 -0.11
H -1.78 1.21 -1.60
H -0.68 2.23 1.86
H 1.69 1.13 1.39
H 1.31 -1.85 0.23
H 1.56 -4.37 -0.42
H 0.15 -6.05 0.56
H -1.67 -5.38 2.12
H -1.96 -3.06 2.79

Here are the Mulliken charges for atoms 1 to 8, given in e: O -0.509; C 0.258; O -0.261; C -0.061; O -0.600; C 0.367; C -0.466; C -1.113



(4)
Formula: C15H14AsBClMoO10S
Source: the OMol25 dataset
Level of theory: wB97M-V/def2-TZVPD

Properties
Orbital gap, hartree: 0.229
Net charge: +1

Element x y z (Å)
Mo -1.24 -0.60 -1.51
O -5.29 0.34 0.05
As -3.89 -0.45 0.70
O -2.91 -0.69 -0.97
O -0.22 -0.62 0.01
C -2.88 1.08 1.31
C -2.70 0.99 2.69
C -2.01 1.98 3.39
C -1.46 3.05 2.72
C -1.60 3.15 1.34
C -2.31 2.18 0.64
S -2.41 2.39 -1.11
O -3.69 1.96 -1.57
O -1.87 3.65 -1.46
O -1.35 1.30 -1.61
H -6.00 -0.28 -0.14
H -3.10 0.15 3.24
H -1.90 1.89 4.47
H -0.92 3.82 3.25
H -1.18 3.98 0.79
Cl 0.96 -0.18 -2.92
C -0.70 -0.30 -3.55
H -0.81 -1.15 -4.20
H -1.00 0.66 -3.96
O 1.81 -1.46 1.02
B 1.10 -0.47 0.40
O 1.81 0.69 0.21
C 3.06 0.41 0.75
C 4.16 1.22 0.83
C 5.29 0.67 1.43
C 5.29 -0.63 1.92
C 4.16 -1.45 1.83
C 3.06 -0.89 1.24
H 4.15 2.24 0.45
H 6.19 1.27 1.52
H 6.19 -1.02 2.38
H 4.15 -2.46 2.21
C 0.48 -4.20 -2.33
C -0.58 -3.32 -2.91
O -1.05 -3.34 -4.00
O -1.01 -2.36 -2.00
H 0.71 -5.00 -3.03
H 0.14 -4.61 -1.38
H 1.37 -3.60 -2.14

Here are the Mulliken charges for atoms 1 to 8, given in e: Mo 2.107; O -0.532; As 0.604; O -0.895; O -0.775; C 0.197; C -0.662; C -0.765



(5)
Formula: C15H14AsFN3PtS6
Source: the OMol25 dataset
Level of theory: wB97M-V/def2-TZVPD

Properties
Orbital gap (spin up / spin down), hartree: 0.194 / 0.179
Spin multiplicity: 5
Net charge: -1
⟨S²⟩: 6.04

Element x y z (Å)
Pt -10.42 -7.68 9.25
C -6.63 -10.66 6.68
S -8.30 -11.33 6.74
C -9.12 -10.12 7.74
S -8.53 -8.51 7.76
N -9.96 -10.68 8.49
N -10.89 -9.79 9.09
C -11.82 -10.44 9.78
C -12.82 -9.58 10.45
C -13.98 -10.13 10.87
C -14.87 -9.18 11.34
C -14.59 -7.81 11.40
C -13.40 -7.37 10.95
N -12.54 -8.26 10.46
H -5.94 -11.49 6.63
H -6.48 -10.17 7.63
H -6.39 -9.97 5.85
H -11.88 -11.48 9.74
H -14.05 -11.16 11.06
H -15.84 -9.53 11.74
H -15.41 -7.26 11.87
H -13.08 -6.35 10.91
S -10.48 -5.44 13.47
As -9.43 -6.10 11.79
S -10.16 -5.44 9.75
S -9.25 -8.20 11.40
S -7.67 -5.10 12.28
F -11.36 -2.14 5.87
C -11.38 -3.41 6.25
C -12.37 -3.76 7.10
C -12.47 -5.08 7.54
C -11.59 -6.02 6.95
C -11.61 -7.44 7.46
C -10.58 -5.61 6.06
C -10.54 -4.29 5.68
H -13.08 -2.97 7.49
H -13.26 -5.51 8.18
H -11.40 -8.17 6.72
H -12.56 -7.67 7.87
H -9.83 -6.33 5.72
H -9.84 -3.88 5.00

Here are the Mulliken charges for atoms 1 to 8, given in e: Pt 2.002; C -0.822; S -0.092; C 0.368; S -0.443; N -1.090; N 0.125; C -1.052



(6)
Formula: C15H14BrCl3N2O3Os
Source: the OMol25 dataset
Level of theory: wB97M-V/def2-TZVPD

Properties
Orbital gap (spin up / spin down), hartree: 0.143 / 0.144
Net charge: +2
Relative energy (zero: lowest compared OMol25 entry of this formula, charge and spin), kcal per mole: 48.5

Element x y z (Å)
Os -0.11 0.70 -0.26
Cl 5.07 5.45 -0.89
C 3.59 4.67 -0.67
C 3.56 3.26 -0.66
C 2.35 2.65 -0.48
Cl 2.20 0.92 -0.45
C 1.13 3.35 -0.29
O 0.01 2.72 -0.08
C 1.21 4.77 -0.32
Cl -0.24 5.65 -0.13
C 2.41 5.40 -0.50
H 4.47 2.70 -0.78
H 2.46 6.49 -0.51
N -2.21 0.83 -0.24
C -2.81 0.59 1.09
C -2.07 1.43 2.11
N -0.65 1.06 2.07
H -2.44 1.79 -0.52
H -2.64 0.21 -0.92
H -2.69 -0.47 1.33
H -3.87 0.83 1.09
H -2.51 1.26 3.10
H -2.16 2.49 1.87
H -0.50 0.13 2.45
H -0.08 1.73 2.60
Br -0.37 -8.00 -1.40
C -0.29 -6.15 -1.05
C -0.28 -5.70 0.27
C -0.25 -4.34 0.52
C -0.23 -3.43 -0.54
C -0.22 -3.90 -1.86
C -0.25 -5.25 -2.12
C -0.20 -1.99 -0.28
O -0.22 -1.50 0.88
O -0.18 -1.15 -1.25
H -0.30 -6.41 1.08
H -0.25 -3.98 1.54
H -0.19 -3.19 -2.67
H -0.25 -5.61 -3.13

Here are the Mulliken charges for atoms 1 to 8, given in e: Os 1.406; Cl -0.103; C 0.466; C -0.969; C 1.095; Cl -0.225; C -0.148; O -0.597



(7)
Formula: C15H14BrNO2Pr
Source: the OMol25 dataset
Level of theory: wB97M-V/def2-TZVPD

Properties
Orbital gap (spin up / spin down), hartree: 0.217 / 0.220
Spin multiplicity: 3
Net charge: -1
⟨S²⟩: 2.00

Element x y z (Å)
C 1.24 1.97 0.36
C 1.88 0.94 1.10
C 0.98 0.51 2.12
C -0.22 1.26 1.99
C -0.07 2.17 0.90
Pr 0.00 0.00 0.00
C 1.38 -0.79 -1.39
C 0.66 0.17 -2.29
C 1.20 0.84 -3.35
N -0.64 0.38 -1.77
H 1.17 -0.28 2.84
H 2.88 0.56 0.92
H -1.12 1.14 2.60
H -0.82 2.87 0.53
H 1.64 2.47 -0.53
H 2.48 -0.74 -1.42
H -1.22 1.03 -2.31
H 1.01 -1.83 -1.51
H 2.20 0.59 -3.71
H 0.61 1.57 -3.91
Br -2.43 -4.16 -1.24
C -3.25 -4.18 0.50
C -4.14 -5.23 0.76
C -4.79 -5.32 1.99
C -4.55 -4.38 2.98
C -3.66 -3.33 2.74
C -2.99 -3.21 1.50
C -2.07 -2.06 1.32
O -1.91 -1.20 2.30
O -1.39 -1.87 0.21
H -4.34 -5.97 0.00
H -5.48 -6.14 2.18
H -5.05 -4.45 3.94
H -3.50 -2.61 3.54

Here are the Mulliken charges for atoms 1 to 8, given in e: C -0.352; C -0.507; C -0.518; C -0.422; C -0.527; Pr 0.095; C -0.946; C 0.916